The following is a DFT calculation (the ωB97M-V functional and the def2-TZVPD basis) of a 2-piece molecular cluster, C2HN2O2 overall.

```
! RIJCOSX wB97M-V def2-TZVPD def2/J DEFGRID3
* xyz -1 1
C -1.250 0.220 0.124
C 2.425 -0.571 -0.143
N 1.972 0.514 -0.410
N -2.196 -0.418 -0.085
O -3.233 -0.998 -0.194
O 3.017 -1.587 0.178
H -0.420 0.786 -0.001
*
```

Summary:
Energy above the lowest of the compared OMol25 structures with the same formula, charge and spin, eV: 2.2880

The following is a DFT calculation (the ωB97M-V functional and the def2-TZVPD basis) of a 2-piece molecular cluster, C3H7O2S overall.

```
! RIJCOSX wB97M-V def2-TZVPD def2/J DEFGRID3
* xyz -1 1
C 2.822 1.368 0.351
S 1.065 1.954 0.269
C 0.245 0.466 0.911
H 3.006 0.867 1.374
H 3.059 0.728 -0.462
H 3.546 2.224 0.237
H 0.962 -0.424 0.999
H -0.491 0.282 0.090
H -0.370 0.799 1.762
O -2.869 -2.576 -1.293
C -1.971 -1.724 -0.844
O -1.052 -1.881 0.116
H -1.947 -0.744 -1.387
*
```

Summary:
Energy above the lowest of the compared OMol25 structures with the same formula, charge and spin, eV: 1.5954

The following is a DFT calculation (the ωB97M-V functional and the def2-TZVPD basis) of a 2-piece molecular cluster, C7H14 overall.

```
! RIJCOSX wB97M-V def2-TZVPD def2/J DEFGRID3
* xyz 0 1
C -2.665 1.788 -0.109
C 0.348 1.195 0.470
C 0.274 0.091 1.438
C 1.542 -0.231 0.541
C 1.916 -1.708 0.469
C 0.755 0.370 -0.698
C -0.148 -0.636 -1.404
H -2.647 0.694 -0.112
H -3.368 2.135 0.652
H -2.981 2.149 -1.091
H -1.666 2.177 0.119
H 0.380 0.341 2.495
H -0.410 -0.754 1.297
H 2.421 0.355 0.809
H 1.062 -2.339 0.208
H 2.699 -1.864 -0.281
H 2.301 -2.038 1.439
H 1.342 0.925 -1.437
H -0.792 -0.100 -2.109
H -0.799 -1.187 -0.718
H 0.438 -1.364 -1.976
*
```

Summary:
Energy above the lowest of the compared OMol25 structures with the same formula, charge and spin, eV: 4.5021

The following is a DFT calculation (the ωB97M-V functional and the def2-TZVPD basis) of C48H38GaN4Se2 as an isolated structure.

```
! RIJCOSX wB97M-V def2-TZVPD def2/J DEFGRID3
* xyz 1 1
Ga 0.295 0.304 0.161
C 4.401 -4.181 4.776
C 3.468 -4.635 3.856
C 2.744 -3.729 3.097
C 2.953 -2.358 3.243
C 3.889 -1.910 4.172
C 4.608 -2.819 4.934
C 2.164 -1.407 2.414
C 0.787 -1.374 2.613
C 0.125 -2.018 3.706
C -1.188 -1.696 3.625
C -1.352 -0.883 2.460
N -0.132 -0.677 1.862
C -2.574 -0.427 1.972
C -2.692 0.286 0.782
C -3.947 0.615 0.178
C -3.677 1.242 -0.989
C -2.255 1.352 -1.090
C -1.596 2.084 -2.069
C -2.390 2.784 -3.113
C -2.165 2.521 -4.462
C -2.886 3.189 -5.440
C -3.834 4.136 -5.081
C -4.058 4.414 -3.740
C -3.340 3.744 -2.762
C -0.222 2.314 -2.044
N 0.696 1.693 -1.230
C 1.903 2.320 -1.470
C 3.139 1.971 -0.930
C 4.361 2.638 -1.444
C 5.233 3.296 -0.577
C 6.382 3.905 -1.058
C 6.680 3.862 -2.413
C 5.822 3.207 -3.284
C 4.672 2.601 -2.805
C 3.282 0.985 0.044
C 4.535 0.447 0.478
C 4.263 -0.528 1.377
C 2.841 -0.576 1.527
N 2.253 0.337 0.681
C 1.713 3.378 -2.412
C 0.413 3.357 -2.786
N -1.662 0.717 -0.021
C -3.818 -0.757 2.717
C -4.224 -2.078 2.896
C -5.387 -2.372 3.591
C -6.162 -1.347 4.115
C -5.766 -0.029 3.942
C -4.604 0.266 3.246
H 4.964 -4.887 5.371
H 3.305 -5.697 3.726
H 2.022 -4.078 2.368
H 4.038 -0.846 4.309
H 5.332 -2.461 5.654
H 0.615 -2.610 4.460
H -1.973 -1.977 4.305
H -4.912 0.370 0.588
H -4.382 1.601 -1.720
H -1.425 1.781 -4.746
H -2.704 2.977 -6.485
H -4.394 4.661 -5.843
H -4.785 5.162 -3.452
H -3.487 3.987 -1.718
H 4.996 3.350 0.478
H 7.044 4.417 -0.373
H 7.575 4.341 -2.786
H 6.049 3.166 -4.341
H 4.018 2.071 -3.486
H 5.499 0.750 0.110
H 4.963 -1.167 1.886
H 2.475 4.074 -2.717
H -0.089 4.027 -3.463
H -3.630 -2.885 2.481
H -5.685 -3.403 3.726
H -7.072 -1.578 4.652
H -6.360 0.775 4.356
H -4.290 1.295 3.123
C -4.289 -3.032 -1.957
Se -2.469 -2.520 -2.422
C -1.685 -3.260 -0.777
C -0.212 -3.553 -0.895
Se 1.028 -2.024 -0.993
C 1.009 -1.706 -2.912
H -4.464 -2.774 -0.915
H -4.414 -4.100 -2.117
H -4.966 -2.471 -2.594
H -2.219 -4.195 -0.604
H -1.896 -2.573 0.038
H -0.003 -4.144 -1.786
H 0.126 -4.107 -0.019
H 1.525 -2.525 -3.404
H 1.546 -0.775 -3.084
H -0.013 -1.621 -3.269
*
```

The records above yield HOMO-LUMO gap values of 0.28951; 0.27003; 0.31630; 0.21021 Ha, respectively.
The records above yield HOMO values of -3.946; -4.204; -7.857; -9.598 eV, respectively.
The records above yield lowest unoccupied orbital energy values of 3.93; 3.14; 0.75; -3.88 eV, respectively.